Entry 1:
The following is a quantum chemistry calculation of a molecular structure, C19H15N3O2S2, from OMol25.

CARTESIAN COORDINATES (ANGSTROEM)
C: 2.73754 4.40994 0.07592
C: 2.79740 3.35875 1.05090
C: 3.91170 3.37939 1.90039
C: 4.04091 2.58755 2.98718
C: 3.04479 1.71552 3.04134
C: 2.12002 1.52141 2.32447
C: 1.95734 2.45913 1.44281
N: 0.97364 2.39185 0.18929
C: -0.19272 1.76932 0.25949
N: -1.12847 1.80113 -0.66893
N: -2.03746 1.08579 -0.50418
C: -2.18464 0.64630 0.57456
S: -3.84083 -0.17074 1.17572
C: -4.58009 -0.55746 -0.34069
C: -4.64336 -1.83992 -0.90586
O: -5.63161 -2.54776 -0.75442
C: -3.46889 -2.43143 -1.02424
C: -3.01997 -3.74470 -1.37556
C: -1.59458 -3.89049 -1.78157
C: -0.60485 -4.82175 -1.91515
C: 0.68724 -4.31284 -2.14272
C: 1.22320 -3.13036 -1.65468
C: 0.25480 -2.18927 -1.43175
C: -1.08506 -2.53898 -1.21970
O: -2.09641 -1.68144 -1.32276
H: 0.43029 -1.15003 -1.27711
H: 1.97629 -2.72820 -1.80736
H: 1.49933 -5.22490 -2.44564
H: -0.94559 -5.74560 -2.09319
H: -3.75228 -4.60283 -1.52728
H: -5.57857 -0.19506 -0.22986
H: -4.12761 0.27320 -1.14457
S: -0.88608 0.70459 1.67862
H: 0.96676 3.02348 -0.48894
H: 1.43071 0.69147 2.35204
H: 3.42135 0.64936 3.85700
H: 4.90593 2.73279 3.55048
H: 4.68756 4.20045 2.14849
H: 1.83945 4.94483 0.06499
H: 3.70731 5.20349 0.21110
H: 2.78553 3.95403 -0.82865

Values from the calculation:
Frontier orbital gap ... 7.03 eV
Total charge ... 0
E_LUMO ... -0.95 eV
Highest occupied orbital energy ... -7.987 eV
ΔE to the lowest compared entry with this formula, charge and spin ... 392.5 kcal/mol

Entry 2:
The following is a quantum chemistry calculation of a molecular structure, C22H31FeO16, from OMol25.

CARTESIAN COORDINATES (ANGSTROEM)
Fe: -18.18928 7.64597 6.33425
O: -20.26596 5.13809 4.67810
C: -19.56702 6.01377 5.30856
O: -19.97447 7.21420 5.41135
O: -18.36519 5.72529 5.74489
H: -19.73190 4.28587 4.68150
C: -15.84952 11.28977 6.73268
O: -16.86477 11.60781 5.76250
C: -17.84920 10.79088 5.58348
O: -17.74198 9.56636 5.95372
O: -18.91332 11.30506 5.06087
C: -20.10471 10.69564 4.62187
H: -15.51987 10.25198 6.53821
H: -16.32390 11.28030 7.72798
H: -15.14874 12.04918 6.62864
H: -20.53850 9.87708 5.24749
H: -19.84448 10.24515 3.63588
H: -20.79100 11.58993 4.57904
C: -18.56831 5.80996 10.43889
O: -18.24721 6.47859 9.10331
C: -17.01057 6.62830 8.62208
O: -16.73513 7.45846 7.75803
O: -16.15454 5.83338 9.24937
C: -14.77309 6.17546 9.03950
H: -18.84334 4.80392 10.13312
H: -19.37628 6.44951 10.63065
H: -17.69471 5.75799 11.09003
H: -14.63092 7.24263 9.01358
H: -14.40822 5.71133 8.16254
H: -14.29856 5.65585 9.91827
C: -22.93508 2.81507 4.85234
O: -22.32594 1.54970 4.58865
C: -21.10776 1.55334 4.02049
O: -20.26158 2.41609 3.88043
O: -20.88385 0.35434 3.54196
C: -19.52757 0.05678 3.20733
H: -22.68477 3.46691 3.99695
H: -22.53321 3.19176 5.77921
H: -23.98615 2.60601 4.78268
H: -19.27338 0.64530 2.36625
H: -19.47835 -0.95767 2.91029
H: -18.84235 0.35602 4.01378
C: -23.18057 6.35385 3.41708
C: -23.20011 5.60480 2.21509
C: -24.16470 4.63053 2.02266
C: -25.13978 4.40267 2.92525
C: -25.09217 4.99518 4.15759
C: -24.14528 5.96403 4.44021
O: -24.25105 6.66367 5.61196
O: -24.27758 3.98515 0.76635
H: -22.48279 7.18567 3.73385
H: -22.37470 5.80687 1.55827
H: -25.84914 3.55185 2.81178
H: -25.79647 4.75474 4.93135
H: -23.44350 7.07135 5.88053
H: -23.79926 4.55764 0.13361
C: -26.30351 -1.18072 -0.15407
C: -25.27710 -0.56685 0.44267
C: -25.15146 0.83993 0.30811
C: -26.22259 1.58735 -0.29682
C: -27.21039 0.90976 -0.97240
C: -27.29786 -0.45740 -0.83101
O: -28.29472 -1.18075 -1.28846
O: -24.02145 1.39345 0.56502
H: -26.35423 -2.25913 -0.13514
H: -24.48076 -1.06354 1.02929
H: -26.16869 2.65769 -0.42480
H: -27.86981 1.47202 -1.61309
H: -29.00254 -0.65628 -1.72294
H: -24.06854 2.40904 0.51518

Values from the calculation:
⟨S²⟩ ... 8.78
Frontier orbital gap (alpha / beta) ... 8.60 / 5.31 eV
Multiplicity ... 6
Total charge ... +2
E_LUMO (alpha / beta) ... -4.21 / -7.50 eV
Highest occupied orbital energy (alpha / beta) ... -12.809 / -12.809 eV

Entry 3:
The following is a quantum chemistry calculation of a molecular structure, C22H40CaF6N3O30S6, from OMol25.

CARTESIAN COORDINATES (ANGSTROEM)
Ca: 1.07222 0.55035 0.04767
N: 2.67805 -0.52610 -4.32258
S: 1.49972 -0.46717 -5.29134
O: 0.58100 0.65603 -5.16696
O: 1.02398 -1.71381 -5.92055
F: 2.36439 0.07849 -6.52682
S: 1.93598 -1.32055 -3.04522
O: 1.48517 -2.71993 -3.22273
O: 1.18744 -0.48192 -2.06966
F: 3.29967 -1.53006 -2.16269
N: -0.87245 3.39602 -3.63570
S: -1.46892 2.51503 -2.39936
O: -2.75613 2.88384 -1.80985
O: -0.52092 1.82573 -1.56395
F: -1.93712 1.24876 -3.31576
S: -1.02297 4.79467 -3.01168
O: -0.35043 4.95779 -1.69792
O: -2.28293 5.47602 -3.26641
F: -0.06034 5.58595 -4.03419
N: 4.89506 0.75032 -2.39901
S: 4.12396 2.04141 -1.51625
O: 4.88134 3.16050 -0.91478
O: 2.95670 1.60604 -0.81802
F: 3.43167 2.75143 -2.82586
S: 5.65853 0.23889 -1.21803
O: 4.91745 -0.55851 -0.27324
O: 6.82245 0.98077 -0.71309
F: 6.36299 -1.02017 -1.99099
C: -4.05611 -4.04484 -6.07534
C: -3.95681 -2.67853 -5.45474
C: -4.95676 -2.43020 -4.33734
O: -4.07968 -2.27820 -3.22315
C: -2.74284 -2.28714 -3.61350
O: -1.77339 -2.23651 -2.90241
O: -2.69561 -2.65722 -4.81421
H: -4.85911 -4.09592 -6.81066
H: -4.33658 -4.83292 -5.37651
H: -3.19130 -4.40723 -6.63110
H: -4.10099 -1.94417 -6.24722
H: -5.67385 -3.24865 -4.27373
H: -5.44959 -1.50201 -4.62660
C: -5.16237 -1.58091 1.91123
C: -4.43324 -1.44722 0.60769
C: -4.61043 -0.29347 -0.35669
O: -3.30218 0.11975 -0.60266
C: -2.40348 -0.65741 -0.03890
O: -1.13492 -0.50853 -0.10732
O: -3.00994 -1.40639 0.85671
H: -6.21082 -1.79109 1.69985
H: -5.02386 -0.62032 2.40738
H: -4.70618 -2.35259 2.53132
H: -4.61992 -2.34130 0.01282
H: -5.23593 0.48507 0.08002
H: -5.06862 -0.71342 -1.25213
C: -1.69576 3.72039 1.82843
O: -0.41207 4.46401 1.75509
C: 0.54027 3.92345 1.10893
O: 0.63277 2.77470 0.65644
O: 1.62891 4.71003 1.01012
C: 1.72564 5.90878 1.74519
H: -2.27308 3.79836 0.90716
H: -2.22106 4.15521 2.67877
H: -1.57257 2.66059 2.05146
H: 2.79784 6.01567 1.90970
H: 1.07149 6.01242 2.61091
H: 1.47803 6.74064 1.08581
C: 5.60497 1.08110 2.65971
O: 4.58683 1.99454 2.97635
C: 3.33301 1.87250 2.50829
O: 2.85692 0.93068 1.79304
O: 2.67139 2.99237 2.99426
C: 3.16624 3.70746 4.12399
H: 6.10445 0.95011 3.61964
H: 6.30362 1.46649 1.91711
H: 5.36697 0.03737 2.45456
H: 4.14723 4.16007 3.97941
H: 3.15031 3.15548 5.06376
H: 2.46698 4.53050 4.27143
C: -0.96272 -4.89229 0.03440
C: 0.07516 -3.93836 -0.53266
O: 1.13741 -3.90900 0.45870
C: 1.79914 -2.86554 0.94861
O: 1.50736 -1.71931 0.60053
O: 2.77155 -3.32043 1.79437
C: 3.72039 -2.50829 2.36642
H: -1.39246 -4.49360 0.95335
H: -0.72150 -5.94792 0.15912
H: -1.74227 -4.83822 -0.72550
H: -0.41399 -2.96546 -0.48475
H: 0.45185 -4.08555 -1.54485
H: 4.36202 -2.00479 1.64331
H: 4.41230 -3.02977 3.02780
H: 3.26252 -1.74843 2.99971
C: -1.91962 -3.40464 3.96496
C: -1.46616 -2.01282 4.46778
O: -0.99904 -1.40146 3.34675
C: -0.43681 -0.16958 3.32959
O: -0.10666 0.39125 2.31295
O: -0.38284 0.46519 4.44722
C: 0.29542 1.63326 4.64103
H: -2.18259 -3.28093 2.91441
H: -2.75866 -3.67693 4.60524
H: -1.04685 -4.05752 3.97623
H: -0.87860 -2.00443 5.38582
H: -2.24927 -1.35093 4.83757
H: 0.23856 1.92799 5.68888
H: -0.23304 2.47679 4.19688
H: 1.28901 1.56038 4.19879

Values from the calculation:
Frontier orbital gap ... 7.95 eV
Total charge ... -1
E_LUMO ... 1.38 eV
Highest occupied orbital energy ... -6.570 eV

Entry 4:
The following is a quantum chemistry calculation of a molecular structure, C47H35F3KN4O5S3Sb, from OMol25.

CARTESIAN COORDINATES (ANGSTROEM)
K: -0.12529 -0.42949 -1.01133
O: 0.08590 3.66572 -3.76685
C: 1.39508 3.90796 -3.58176
C: 2.06202 4.70392 -4.51491
C: 3.40788 4.98077 -4.36419
C: 4.11180 4.46677 -3.27765
C: 3.45171 3.67531 -2.35164
C: 2.09651 3.38113 -2.47930
C: 1.37549 2.52328 -1.48003
O: 0.10976 2.33630 -1.65533
N: 2.11911 2.04651 -0.51133
N: 1.43980 1.17267 0.32057
C: 2.01674 0.93579 1.43313
C: 1.57165 -0.01537 2.45064
C: 2.49051 -0.30884 3.46511
C: 2.23205 -1.20674 4.48738
C: 0.98062 -1.83059 4.51136
C: 0.04034 -1.55809 3.54241
C: 0.27281 -0.65007 2.46184
O: -0.63921 -0.42428 1.59812
H: -0.16435 3.07512 -2.98080
H: 1.49570 5.08686 -5.35577
H: 3.91354 5.59706 -5.09909
H: 5.16729 4.67993 -3.15829
H: 3.96984 3.25942 -1.49796
H: 2.93754 1.48948 1.65720
H: 3.45235 0.19754 3.43321
H: 2.97414 -1.41009 5.24956
H: 0.74297 -2.53612 5.30201
H: -0.93475 -2.03484 3.56551
C: -4.15617 -1.01928 -1.58035
C: -3.54660 -2.11463 -0.76858
N: -2.27907 -2.25120 -0.56000
C: -1.99101 -3.33551 0.23898
C: -3.07987 -4.04629 0.64070
S: -4.50698 -3.33402 0.01592
C: -0.60134 -3.62645 0.62979
C: -0.22701 -4.52010 1.58626
S: 1.47177 -4.49716 1.77851
C: 1.58571 -3.27824 0.55347
N: 0.44234 -2.94653 0.04795
C: 2.88242 -2.64004 0.17143
H: -3.37154 -0.57422 -2.19313
H: -4.59728 -0.25864 -0.93014
H: -4.93543 -1.40342 -2.23913
H: -3.10981 -4.93279 1.25257
H: -0.85904 -5.14152 2.19875
H: 3.72813 -3.30205 0.35354
H: 3.02025 -1.72696 0.75453
H: 2.85377 -2.37328 -0.88419
F: -6.18736 0.30431 4.86365
C: -5.31637 0.65583 3.87820
C: -4.65279 -0.33598 3.19042
C: -3.76445 0.03815 2.18632
C: -3.55272 1.38232 1.86726
C: -4.23551 2.34771 2.60570
C: -5.12530 1.99690 3.61518
Sb: -2.11510 1.80716 0.29421
C: -3.32558 3.34840 -0.65113
C: -2.72232 4.20324 -1.58083
C: -3.46732 5.10445 -2.33429
C: -4.83375 5.13289 -2.15902
F: -5.57626 6.00528 -2.89307
C: -5.47936 4.29548 -1.27604
C: -4.71536 3.40272 -0.52974
C: -0.95830 3.11386 1.54848
C: -0.54564 2.62704 2.78799
C: 0.27026 3.37991 3.62168
C: 0.66806 4.62899 3.19489
F: 1.47113 5.37533 4.00200
C: 0.28412 5.15012 1.97823
C: -0.53391 4.37992 1.15743
H: -4.81752 -1.37556 3.44365
H: -3.19045 -0.72598 1.67228
H: -4.06864 3.39938 2.39516
H: -5.65773 2.74014 4.19501
H: -1.65417 4.14548 -1.75523
H: -2.99713 5.75421 -3.06128
H: -6.55730 4.34014 -1.18239
H: -5.22386 2.74067 0.16142
H: -0.84587 1.63433 3.10317
H: 0.60934 2.99633 4.57555
H: 0.63011 6.13023 1.67600
H: -0.82383 4.78209 0.19483
O: 0.94652 2.08420 -9.05137
C: 1.04230 0.73586 -8.85247
O: 1.56288 0.07930 -9.72368
C: 0.49341 0.20355 -7.59713
C: 0.63666 -1.16322 -7.33400
C: 0.15384 -1.72891 -6.17478
C: -0.53007 -0.96293 -5.19901
S: -1.12560 -1.64717 -3.73676
C: -0.67208 0.41694 -5.48074
C: -0.16844 0.97698 -6.63386
H: 0.55631 2.48885 -8.26890
H: 1.15360 -1.76849 -8.06909
H: 0.28988 -2.78598 -5.98575
H: -1.16229 1.04384 -4.74759
H: -0.30463 2.04963 -6.75154

Values from the calculation:
Frontier orbital gap ... 5.69 eV
Total charge ... -2
E_LUMO ... 3.46 eV
Highest occupied orbital energy ... -2.230 eV
ΔE to the lowest compared entry with this formula, charge and spin ... 0.0 kcal/mol

The calculated total energy results, record by record, are as follows: -1843.58497; -3323.96635; -6949.79041; -4741.79865 Eh.